[1]
{"formula": "C37H29N4O2PSW", "method": "ωB97M-V with the def2-TZVPD basis set", "elements": ["W", "C", "C", "N", "C", "C", "C", "C", "C", "C", "C", "N", "C", "C", "C", "C", "C", "C", "C", "C", "N", "C", "H", "H", "H", "H", "H", "H", "H", "H", "H", "H", "H", "H", "O", "C", "O", "C", "P", "C", "C", "C", "C", "C", "C", "C", "C", "C", "C", "C", "C", "H", "H", "H", "H", "H", "H", "H", "H", "H", "H", "H", "H", "S", "C", "N", "C", "C", "C", "C", "H", "H", "H", "H", "H"], "xyz": [[0.1224, 0.2909, 0.3181], [3.4758, 1.3387, 2.9850], [2.7685, 1.0138, 1.8250], [1.6174, 0.3629, 1.8673], [1.1118, -0.0462, 3.0689], [1.7330, 0.2849, 4.2800], [2.9517, 0.9928, 4.2045], [1.0902, -0.0740, 5.4887], [-0.1210, -0.6992, 5.4368], [-0.7264, -1.0546, 4.2084], [-0.0974, -0.7848, 3.0194], [-0.4961, -1.1009, 1.7026], [-1.5060, -2.0034, 1.3723], [-2.0598, -3.0040, 2.1429], [-3.0226, -3.8795, 1.5977], [-3.4060, -3.8039, 0.2897], [-2.8082, -2.8366, -0.5504], [-3.0462, -2.7525, -1.9388], [-2.3432, -1.8530, -2.6942], [-1.4296, -1.0002, -2.0704], [-1.2220, -1.0080, -0.7588], [-1.8809, -1.9377, 0.0057], [4.4112, 1.8726, 2.9037], [3.1343, 1.2925, 0.8434], [3.4657, 1.2604, 5.1195], [1.5497, 0.1786, 6.4346], [-0.6438, -0.9370, 6.3529], [-1.7027, -1.5103, 4.2366], [-1.7513, -3.1571, 3.1639], [-3.4521, -4.6354, 2.2413], [-4.1365, -4.4874, -0.1210], [-3.7644, -3.4215, -2.3963], [-2.4783, -1.7821, -3.7640], [-0.8558, -0.2915, -2.6505], [-1.5054, 3.4904, 2.4581], [-1.3667, 2.7544, 1.5256], [-0.8321, 1.5422, 1.6107], [-1.7810, 3.1405, 0.1057], [-0.7345, 2.2114, -1.0337], [-1.3333, 2.4255, -2.7123], [-2.5981, 1.9103, -3.0092], [-3.1357, 2.0895, -4.2719], [-2.4131, 2.7754, -5.2410], [-1.1598, 3.2913, -4.9458], [-0.6155, 3.1229, -3.6808], [0.9572, 2.8274, -0.8486], [1.9510, 2.3032, -1.6894], [3.2659, 2.7246, -1.5617], [3.5968, 3.6675, -0.5978], [2.6191, 4.1871, 0.2455], [1.3046, 3.7713, 0.1290], [-1.7351, 4.2182, -0.0445], [-2.8146, 2.8239, -0.0585], [-3.1700, 1.3823, -2.2530], [-4.1202, 1.7035, -4.4992], [-2.8347, 2.9165, -6.2270], [-0.6071, 3.8379, -5.6977], [0.3523, 3.5493, -3.4522], [1.6895, 1.5920, -2.4642], [4.0248, 2.3272, -2.2220], [4.6198, 4.0088, -0.5080], [2.8802, 4.9296, 0.9876], [0.5585, 4.1952, 0.7889], [1.8723, -0.8347, -1.0754], [1.7688, -2.5568, -0.9104], [1.1637, -3.1198, 0.1540], [1.0655, -4.4546, 0.3487], [1.6087, -5.3174, -0.5562], [2.2601, -4.7802, -1.6747], [2.3382, -3.4183, -1.8537], [0.7620, -2.4857, 0.8493], [0.5447, -4.7642, 1.2433], [1.5351, -6.3830, -0.4018], [2.7035, -5.4421, -2.4068], [2.8330, -2.9897, -2.7128]], "forces_ev_per_angstrom": [[0.021, 0.054, 0.106], [0.005, 0.006, 0.004], [-0.004, -0.003, -0.013], [0.053, 0.007, 0.045], [-0.002, -0.032, 0.035], [0.003, 0.021, -0.001], [-0.006, -0.007, 0.003], [-0.009, -0.003, 0.002], [0.001, 0.002, -0.018], [0.002, 0.013, 0.021], [0.001, -0.023, -0.036], [-0.009, -0.021, 0.013], [0.005, 0.010, 0.009], [0.016, -0.005, 0.001], [0.004, -0.004, 0.008], [-0.004, -0.004, -0.012], [0.009, 0.006, 0.006], [-0.003, -0.010, 0.009], [0.000, 0.003, -0.019], [0.020, 0.005, 0.025], [-0.063, -0.044, -0.051], [-0.004, 0.001, -0.014], [0.002, -0.001, -0.002], [-0.003, -0.001, -0.001], [0.001, 0.000, 0.001], [0.003, 0.000, -0.001], [0.000, 0.000, 0.002], [-0.013, -0.015, -0.014], [0.001, 0.015, 0.020], [-0.003, 0.001, 0.002], [-0.002, 0.000, -0.001], [0.000, 0.000, -0.002], [0.000, 0.001, 0.000], [-0.009, 0.001, 0.002], [-0.008, -0.015, 0.003], [0.018, 0.042, -0.012], [0.012, -0.034, -0.038], [-0.004, -0.016, 0.004], [0.002, 0.037, -0.050], [0.006, 0.005, 0.009], [0.003, 0.003, -0.002], [-0.004, -0.002, 0.002], [0.003, -0.001, -0.004], [0.004, 0.000, -0.001], [-0.006, -0.001, 0.002], [-0.020, -0.004, -0.039], [0.010, 0.016, 0.023], [-0.001, -0.010, -0.005], [0.007, 0.002, 0.001], [-0.012, 0.000, 0.004], [0.009, -0.001, 0.003], [0.001, -0.001, 0.005], [0.001, -0.003, 0.000], [-0.003, -0.003, -0.002], [0.000, -0.001, 0.000], [-0.001, 0.001, 0.000], [0.000, 0.000, 0.000], [-0.002, 0.001, -0.004], [0.005, -0.005, -0.001], [0.001, 0.002, 0.000], [0.002, -0.002, -0.002], [-0.001, -0.001, 0.001], [0.002, 0.002, 0.000], [-0.022, 0.040, -0.031], [-0.033, -0.026, 0.000], [0.033, -0.020, -0.017], [-0.013, 0.026, 0.026], [0.013, -0.014, -0.029], [-0.006, -0.019, 0.018], [0.005, 0.027, 0.016], [-0.009, -0.004, -0.005], [-0.001, 0.003, -0.004], [-0.001, 0.000, 0.002], [0.000, 0.000, -0.002], [-0.001, 0.000, 0.000]], "mulliken_spin": [1.61, 0.00, -0.01, 0.00, 0.02, 0.01, 0.00, 0.01, 0.00, 0.02, 0.00, -0.01, -0.03, 0.08, -0.03, 0.05, -0.03, 0.05, -0.03, 0.04, -0.04, 0.03, 0.00, 0.00, 0.00, 0.00, 0.00, 0.00, 0.01, 0.00, 0.00, 0.00, 0.00, 0.03, 0.02, 0.01, 0.06, -0.01, 0.04, 0.02, 0.00, 0.00, 0.00, 0.00, 0.00, 0.04, -0.02, 0.01, 0.00, 0.00, -0.01, 0.00, 0.00, 0.00, 0.00, 0.00, 0.00, 0.00, 0.02, 0.00, 0.00, 0.00, 0.00, -0.02, 0.01, 0.01, 0.00, 0.01, 0.00, 0.02, 0.02, 0.00, 0.00, 0.00, 0.00], "s2": 2.028, "homo_lumo_gap_ha": [0.22102, 0.24761], "multiplicity": 3, "e_above_lowest_ev": 0.808, "charge": 2}

[2]
{"formula": "C3H2N2O", "method": "ωB97M-V with the def2-TZVPD basis set", "elements": ["C", "C", "C", "N", "N", "O", "H", "H"], "xyz": [[-1.7635, -1.8991, -0.1744], [-0.5237, -0.0984, 0.2099], [-2.0986, 2.1385, -0.2969], [-2.3576, -2.7793, 0.1892], [-1.0651, -0.9176, -0.5243], [-3.1787, 2.1445, 0.0990], [0.3248, 0.4314, -0.2102], [-0.7130, -0.0377, 1.2618]], "forces_ev_per_angstrom": [[-0.923, 0.291, 0.659], [2.155, 1.267, 1.105], [-3.023, 0.251, 1.057], [-2.366, -3.633, 1.101], [1.775, 0.976, -3.721], [2.877, -0.025, -1.079], [-0.340, 0.747, 0.077], [-0.155, 0.126, 0.802]], "mulliken_charge": [0.48, -0.48, 0.18, -0.37, -0.36, -0.16, 0.34, 0.37], "homo_lumo_gap_ha": 0.36558, "e_above_lowest_ev": 1.163, "charge": 0}

[3]
{"formula": "C6H8N2", "method": "ωB97M-V with the def2-TZVPD basis set", "elements": ["C", "N", "C", "C", "C", "C", "N", "C", "H", "H", "H", "H", "H", "H", "H", "H"], "xyz": [[2.6162, 0.0638, 0.0377], [1.1913, 0.0356, -0.1917], [0.4027, -1.0526, -0.1486], [-0.9203, -0.5818, -0.0920], [-0.9078, 0.7720, -0.2081], [0.3472, 1.2375, -0.1486], [-2.3180, 0.8590, -0.0826], [-2.4590, -0.6041, -0.0448], [3.0409, -0.4665, -0.8536], [3.0120, 1.0951, 0.1939], [2.7899, -0.5379, 0.8946], [0.8566, -2.0354, 0.0874], [1.0275, 2.1011, -0.0758], [-2.7104, 1.3442, 0.7522], [-3.0667, -1.0429, -0.9456], [-2.9023, -1.1871, 0.8254]], "forces_ev_per_angstrom": [[-0.097, -0.310, -1.597], [-1.926, 2.759, 0.432], [-1.091, -1.322, 0.874], [1.505, -3.513, -1.237], [-0.780, 0.810, 1.572], [3.957, -0.484, -0.477], [-2.504, 2.349, 0.728], [-0.307, -2.597, -0.682], [0.390, 0.809, 0.818], [-0.421, -0.901, -0.363], [0.618, -0.393, 0.933], [-0.493, 0.701, -0.544], [-1.415, 0.050, -0.191], [0.637, -0.371, -1.051], [1.432, 0.971, 1.270], [0.494, 1.442, -0.485]], "mulliken_charge": [-0.84, 0.20, -0.68, 0.32, 0.42, -0.80, -0.45, -0.32, 0.30, 0.25, 0.34, 0.32, 0.28, 0.26, 0.18, 0.22], "homo_lumo_gap_ha": 0.32575, "smiles": "Cn1cc2c(c1)NC2", "e_above_lowest_ev": 3.357, "charge": 0}